Entry 1:
This record from the Open Molecules 2025 dataset describes 2 unconnected molecules or ions with the total composition C2H5OS in a non-equilibrium geometry. The level of theory is ωB97M-V/def2-TZVPD.

Geometry as ORCA input:
```
! RIJCOSX wB97M-V def2-TZVPD def2/J DEFGRID3
* xyz -1 1
S 2.082 -1.023 -0.694
H 2.124 -2.009 0.194
O -2.657 0.948 0.698
C -1.441 0.967 0.936
C -0.572 0.409 -0.146
H -1.076 1.586 1.801
H -0.907 0.703 -1.203
H 0.444 0.893 -0.168
H -0.565 -0.652 0.148
*
```

Values from the calculation:
HOMO-LUMO gap (eV): 6.3901
HOMO energy (eV): -2.48
E (hartree): -552.62135


Entry 2:
This record from the Open Molecules 2025 dataset describes a molecular structure, C26H25Li4N5O3 in a non-equilibrium geometry. The level of theory is ωB97M-V/def2-TZVPD.

Geometry as ORCA input:
```
! RIJCOSX wB97M-V def2-TZVPD def2/J DEFGRID3
* xyz 3 2
Li -3.330 -1.291 -0.407
Li -0.208 -0.415 1.610
Li -0.820 3.025 -0.197
Li -4.438 1.801 -0.820
C -1.648 0.835 0.287
O -2.002 -0.289 0.640
O -0.590 1.259 0.718
O -2.326 1.625 -0.397
N 0.224 -2.266 0.767
C 0.650 -2.071 -0.509
C 1.364 -3.017 -1.161
C 1.588 -4.273 -0.629
C 1.046 -4.556 0.646
C 0.450 -3.497 1.333
H 0.431 -1.068 -0.844
H 1.723 -2.850 -2.166
H 2.198 -5.035 -1.092
H 1.242 -5.480 1.169
H 0.074 -3.593 2.341
N -0.659 3.655 -2.346
C -0.831 2.657 -3.252
C -0.817 2.832 -4.581
C -0.672 4.114 -5.152
C -0.680 5.170 -4.241
C -0.612 4.934 -2.881
H -0.787 1.688 -2.777
H -1.063 1.998 -5.223
H -0.674 4.346 -6.207
H -0.611 6.222 -4.472
H -0.421 5.666 -2.110
N 2.144 -0.297 2.036
C 2.402 1.071 2.187
C 3.656 1.486 2.570
C 4.618 0.578 2.917
C 4.393 -0.792 2.743
C 3.142 -1.193 2.328
H 1.709 1.835 1.868
H 3.824 2.553 2.561
H 5.614 0.896 3.189
H 5.160 -1.525 2.941
H 2.867 -2.219 2.132
N -2.787 -1.876 -2.293
C -3.302 -2.761 -3.083
C -3.119 -2.838 -4.490
C -2.323 -1.838 -5.036
C -1.572 -1.040 -4.211
C -1.866 -1.039 -2.875
H -3.985 -3.433 -2.585
H -3.615 -3.593 -5.082
H -2.095 -1.816 -6.092
H -0.857 -0.312 -4.565
H -1.406 -0.388 -2.147
N -0.216 0.105 3.716
C -0.614 1.336 4.057
C -0.523 1.768 5.406
C 0.146 0.966 6.308
C 0.598 -0.300 5.933
C 0.431 -0.677 4.564
H -1.028 1.945 3.268
H -1.002 2.720 5.581
H 0.234 1.304 7.330
H 0.972 -1.076 6.585
H 0.598 -1.676 4.189
*
```

Values from the calculation:
⟨S²⟩: 0.7674
HOMO-LUMO gap (spin up / spin down) (eV): 7.8678 / 3.5610
HOMO energy (spin up / spin down) (eV): -16.48 / -16.48
E (hartree): -1534.67823


Entry 3:
This record from the Open Molecules 2025 dataset describes 3 unconnected molecules or ions with the total composition C4H13NO2 in a non-equilibrium geometry. The level of theory is ωB97M-V/def2-TZVPD.

Geometry as ORCA input:
```
! RIJCOSX wB97M-V def2-TZVPD def2/J DEFGRID3
* xyz 0 1
C -0.678 0.153 2.198
C 0.292 -0.671 1.271
C -0.091 -2.149 1.221
C 0.761 -3.219 1.216
N -0.410 1.586 2.203
H -1.604 -0.133 1.683
H -0.800 -0.167 3.230
H 0.021 -0.381 0.238
H 1.356 -0.606 1.450
H -1.182 -2.297 1.038
H 1.346 -3.707 2.003
H 1.183 -3.448 0.218
H -0.142 1.988 1.308
H 0.471 1.754 2.700
H 1.976 -0.767 -1.547
H 0.979 -2.010 -1.884
O 1.862 -1.698 -1.642
H -1.226 4.553 -4.097
H -1.775 4.169 -5.455
O -1.767 4.888 -4.812
*
```

Values from the calculation:
HOMO-LUMO gap (eV): 6.7681
HOMO energy (eV): -7.06
E (hartree): -365.24771


Entry 4:
This record from the Open Molecules 2025 dataset describes 4 unconnected molecules or ions with the total composition C21H48FO15P3 in a non-equilibrium geometry. The level of theory is ωB97M-V/def2-TZVPD.

Geometry as ORCA input:
```
! RIJCOSX wB97M-V def2-TZVPD def2/J DEFGRID3
* xyz 0 1
C 0.879 -37.987 21.804
C -0.626 -37.726 21.962
O -0.854 -36.780 20.940
C 0.337 -36.184 20.648
O 0.437 -35.327 19.831
O 1.294 -36.646 21.449
F -0.843 -37.139 23.171
H 1.185 -38.602 20.958
H 1.373 -38.344 22.702
H -1.136 -38.689 21.904
C 4.186 -32.372 21.546
C 4.525 -30.996 22.173
O 5.590 -31.174 23.087
P 5.230 -31.170 24.665
O 4.539 -29.914 25.011
O 4.507 -32.595 24.850
C 3.090 -32.640 25.126
C 2.900 -32.363 26.609
O 6.570 -31.496 25.430
C 7.704 -30.629 25.172
C 8.841 -31.116 26.086
H 3.145 -32.671 21.389
H 4.522 -32.472 20.505
H 4.714 -33.163 22.071
H 4.893 -30.284 21.431
H 3.570 -30.601 22.535
H 2.445 -31.971 24.554
H 2.746 -33.653 24.920
H 3.207 -31.339 26.832
H 1.834 -32.376 26.858
H 3.450 -33.038 27.259
H 7.876 -30.594 24.096
H 7.430 -29.615 25.477
H 8.569 -30.947 27.122
H 8.971 -32.183 25.901
H 9.762 -30.642 25.751
C 2.326 -23.431 24.463
C 2.419 -22.798 23.088
O 2.052 -23.760 22.059
P 2.311 -23.648 20.488
O 3.199 -22.549 20.099
O 2.849 -25.096 20.095
C 3.899 -25.718 20.821
C 3.390 -27.071 21.302
O 0.844 -23.621 19.860
C -0.204 -22.880 20.481
C -1.305 -23.827 20.895
H 1.896 -24.434 24.430
H 3.174 -23.507 25.140
H 1.571 -22.867 25.020
H 1.678 -22.038 22.828
H 3.360 -22.253 22.976
H 4.805 -25.841 20.226
H 4.216 -25.105 21.668
H 2.404 -26.909 21.738
H 3.356 -27.777 20.470
H 3.987 -27.607 22.045
H 0.110 -22.211 21.286
H -0.540 -22.179 19.713
H -1.641 -24.323 19.982
H -0.933 -24.563 21.606
H -2.216 -23.362 21.272
C -1.059 -32.755 22.206
C -1.642 -31.560 21.486
O -0.649 -30.525 21.465
P -0.772 -29.243 22.444
O -1.571 -29.525 23.655
O 0.765 -28.823 22.660
C 1.410 -28.922 23.912
C 1.271 -27.665 24.772
O -1.292 -28.090 21.473
C -0.448 -27.745 20.373
C -1.210 -27.210 19.180
H -1.830 -33.442 22.545
H -0.275 -33.303 21.667
H -0.335 -32.411 22.952
H -2.053 -31.802 20.503
H -2.525 -31.165 21.998
H 1.195 -29.872 24.399
H 2.474 -28.849 23.668
H 1.898 -27.748 25.663
H 1.562 -26.718 24.312
H 0.267 -27.419 25.136
H 0.346 -27.055 20.688
H 0.249 -28.545 20.092
H -1.936 -26.502 19.587
H -0.520 -26.613 18.588
H -1.755 -28.009 18.684
*
```

Values from the calculation:
HOMO-LUMO gap (eV): 10.7358
HOMO energy (eV): -10.27
E (hartree): -3081.75361


Entry 5:
This record from the Open Molecules 2025 dataset describes a molecular structure, C56H49N4O5PdS3 in a non-equilibrium geometry. The level of theory is ωB97M-V/def2-TZVPD.

Geometry as ORCA input:
```
! RIJCOSX wB97M-V def2-TZVPD def2/J DEFGRID3
* xyz 1 5
Pd -0.604 0.774 0.395
O -0.140 -0.801 1.476
C -0.727 -2.084 1.614
C -1.115 -2.614 0.234
C -2.120 -1.851 -0.574
C -3.270 -2.458 -1.070
C -4.087 -1.756 -1.908
C -3.724 -0.490 -2.255
C -2.633 0.120 -1.685
C -2.344 1.531 -2.097
C -2.553 2.630 -0.976
O -1.512 2.462 -0.028
C -3.956 2.466 -0.327
C -5.096 2.393 -1.132
C -6.332 2.127 -0.587
C -6.417 1.900 0.800
C -5.336 2.085 1.626
C -4.083 2.328 1.083
C -2.409 4.039 -1.659
C -3.503 4.857 -1.897
C -3.390 6.108 -2.494
C -2.139 6.508 -2.965
C -1.061 5.670 -2.829
C -1.177 4.453 -2.129
N -1.883 -0.593 -0.826
C -1.950 -1.978 2.528
C -2.207 -2.993 3.452
C -3.397 -3.005 4.189
C -4.339 -1.997 4.043
C -4.105 -1.045 3.083
C -2.888 -0.985 2.330
C 0.375 -2.988 2.273
C 1.188 -2.449 3.262
C 2.206 -3.190 3.832
C 2.436 -4.519 3.487
C 1.677 -5.025 2.496
C 0.663 -4.279 1.903
H -1.423 -3.648 0.464
H -0.209 -2.648 -0.409
H -3.508 -3.482 -0.774
H -4.993 -2.122 -2.403
H -4.340 0.081 -2.982
H -3.008 1.778 -2.910
H -1.286 1.605 -2.441
H -4.902 2.505 -2.166
H -7.201 2.016 -1.194
H -7.373 1.663 1.192
H -5.340 1.944 2.684
H -3.152 2.276 1.626
H -4.501 4.638 -1.532
H -4.218 6.719 -2.685
H -1.997 7.464 -3.442
H -0.095 5.960 -3.158
H -0.319 3.773 -2.046
H -1.545 -3.900 3.530
H -3.570 -3.857 4.838
H -5.210 -2.025 4.673
H -4.819 -0.209 2.879
H -2.731 -0.140 1.678
H 1.032 -1.404 3.590
H 2.762 -2.710 4.644
H 3.173 -5.143 4.086
H 1.905 -6.048 2.026
H 0.161 -4.788 1.071
N -1.408 -6.089 -3.784
C -0.633 -5.007 -3.599
C 0.769 -4.986 -3.725
C 1.533 -3.871 -3.528
C 0.917 -2.678 -3.210
C -0.456 -2.747 -2.982
C -1.279 -3.825 -3.185
S 1.845 -1.283 -2.818
O 3.134 -1.365 -3.430
O 1.001 -0.111 -2.911
N 2.150 -1.568 -1.234
C 3.276 -2.053 -0.793
S 4.702 -2.493 -1.776
C 5.389 -3.137 -0.427
C 4.567 -3.056 0.695
N 3.418 -2.511 0.475
H -1.069 -6.874 -4.335
H -2.394 -5.958 -3.831
H 1.266 -5.884 -4.069
H 2.608 -3.913 -3.636
H -0.875 -1.833 -2.614
H -2.342 -3.786 -2.995
H 6.279 -3.751 -0.493
H 4.776 -3.542 1.689
O 0.744 1.908 1.785
S 2.156 1.529 2.076
C 2.879 3.006 2.828
C 2.616 4.145 1.933
C 3.591 4.495 0.971
C 3.216 5.260 -0.144
C 1.907 5.774 -0.255
C 1.021 5.569 0.809
C 1.396 4.773 1.880
C 3.056 1.383 0.531
C 4.489 0.929 0.630
C 5.379 1.009 -0.473
C 6.648 0.501 -0.458
C 7.105 -0.153 0.686
C 6.311 -0.145 1.869
C 5.055 0.370 1.812
H 3.945 2.775 2.970
H 2.382 3.118 3.771
H 4.578 4.006 1.031
H 3.834 5.427 -1.011
H 1.486 6.268 -1.128
H 0.020 5.973 0.678
H 0.628 4.557 2.693
H 2.910 2.315 0.005
H 2.478 0.652 -0.001
H 5.040 1.493 -1.400
H 7.332 0.523 -1.294
H 8.124 -0.497 0.773
H 6.711 -0.565 2.752
H 4.451 0.273 2.694
*
```

Values from the calculation:
⟨S²⟩: 6.0387
HOMO-LUMO gap (spin up / spin down) (eV): 8.3150 / 5.2196
HOMO energy (spin up / spin down) (eV): -10.26 / -10.66
E (hartree): -4080.62312